[1]
10
Properties=species:S:1:pos:R:3:forces:R:3:nbo_charge:R:1 method="wB97M-V/def2-TZVPD" orbital_gap_ev=8.879 multiplicity=1
C 0.359445 -1.397363 0.039584 -3.74 0.30 0.69 0.004
C 0.880145 -0.220616 -0.072743 0.95 -0.65 -0.65 -0.187
C -0.117736 0.896614 -0.312783 0.50 3.36 -2.92 -0.291
N -1.357183 0.424482 0.144100 0.13 1.81 5.07 -0.234
O -1.519623 -0.830477 -0.153764 2.84 -3.42 -1.24 -0.395
Br 2.769284 0.075775 -0.104207 -0.74 0.13 0.11 0.105
H 0.255159 -2.375997 0.491528 0.62 0.17 -0.65 0.253
H 0.233177 1.880963 0.206777 -0.84 -1.76 -0.84 0.233
H -0.330244 1.166937 -1.457793 1.32 -0.73 2.07 0.223
H -1.172426 0.379686 1.219305 -1.04 0.78 -1.65 0.287



[2]
11
Properties=species:S:1:pos:R:3:forces:R:3:nbo_charge:R:1 method="wB97M-V/def2-TZVPD" orbital_gap_ev="7.843 / 7.084" multiplicity=1
C 0.513775 -0.324126 1.036604 0.72 -1.29 2.02 -0.565
C -0.445876 -1.210762 0.948584 1.46 0.21 0.09 0.720
C 1.626596 -0.177064 2.081605 1.51 -0.62 -0.57 -0.617
N -4.459254 -0.401731 0.564416 2.11 0.24 -1.91 0.306
O -3.554840 -0.299924 -0.140006 -1.94 -0.40 3.49 -0.127
O -1.185298 -2.077740 0.784151 -1.00 -0.62 -0.05 -0.461
Br -3.627026 -0.070922 -2.341712 -0.15 0.16 -1.57 -0.178
H 0.360844 0.559257 0.564851 -0.77 2.38 -1.87 0.246
H 2.622678 0.165381 1.470231 -2.58 0.07 1.89 0.232
H 1.234208 0.411637 2.994214 1.28 -0.52 -1.62 0.227
H 2.003525 -1.160322 2.429240 -0.62 0.39 0.09 0.218



[3]
11
Properties=species:S:1:pos:R:3:forces:R:3:nbo_charge:R:1 method="wB97M-V/def2-TZVPD" orbital_gap_ev="8.317 / 8.316" multiplicity=1
C -1.585864 0.880238 -0.025020 2.46 -0.88 -3.03 -0.678
C -0.589019 -0.250151 0.140955 6.52 -0.52 -1.63 -0.037
C 0.948061 -0.028837 0.062794 -8.10 0.94 0.56 -0.110
Br 1.498363 1.768492 0.131961 0.58 -0.63 -0.10 0.122
N 1.812299 -1.143016 0.046353 -0.24 -1.24 0.78 0.468
O 1.266582 -2.231335 0.118602 -0.38 -0.49 -0.26 -0.402
O 3.001951 -1.011328 0.043353 1.22 0.90 -0.30 -0.350
H -1.673546 1.053034 -1.175183 0.09 -0.36 1.75 0.251
H -2.475308 0.506016 0.294261 -2.82 -0.66 0.93 0.227
H -1.362618 1.839272 0.373623 0.49 0.50 0.67 0.246
H -0.840906 -1.382383 -0.011695 0.17 2.45 0.62 0.262



[4]
12
Properties=species:S:1:pos:R:3:forces:R:3:nbo_charge:R:1 method="wB97M-V/def2-TZVPD" orbital_gap_ev="6.206 / 3.012" total_charge=+1 s_squared=2.01 multiplicity=3
Pd 0.466343 -4.492449 -1.404355 -1.71 1.40 -0.57 0.965
Br -1.411607 -2.854469 -1.994865 1.69 -1.48 0.53 0.024
C -0.266447 -0.148209 0.451375 -0.08 -0.53 1.00 -0.093
C 0.670143 0.590661 -0.472765 0.61 -0.24 0.79 -0.107
O 0.798573 1.861631 0.155695 -0.80 -0.21 -0.08 -0.479
C -0.204437 1.987791 1.102035 0.72 4.08 0.55 0.957
O -0.461757 3.052681 1.628965 0.48 -2.52 -1.01 -0.544
O -0.779857 0.835271 1.350435 -0.97 -1.10 -0.50 -0.461
H 0.295363 -0.820099 1.100245 -0.07 -0.34 -0.17 0.183
H -1.049597 -0.707209 -0.060775 -0.32 0.24 0.18 0.175
H 0.334033 0.642761 -1.508345 0.11 0.31 0.06 0.190
H 1.609243 0.051641 -0.347645 0.34 0.38 -0.78 0.190



[5]
10
Properties=species:S:1:pos:R:3:forces:R:3:nbo_charge:R:1 method="wB97M-V/def2-TZVPD" orbital_gap_ev="3.125 / 5.938" total_charge=+1 s_squared=0.76 multiplicity=2
C 0.564078 0.087432 -0.475936 -4.12 -1.25 0.28 0.188
C -0.433127 -0.006158 -1.386411 1.10 0.42 -0.58 -0.424
H -0.366794 -0.697321 -2.227534 0.13 0.51 -0.18 0.212
H -1.269500 0.691328 -1.331676 -0.01 -0.53 0.15 0.206
C -0.070845 0.391450 0.855574 3.27 3.76 -1.59 0.204
O -0.725111 -0.410256 1.521691 -2.61 -2.26 3.37 -0.902
Ca -1.785040 -0.597878 3.464395 0.92 0.01 -1.74 1.588
H 0.087587 1.423669 1.210738 -0.23 -0.14 0.26 0.113
O 1.680120 -0.645099 -0.514854 1.69 -0.24 0.03 -0.686
H 2.318633 -0.237168 -1.115987 -0.12 -0.26 0.01 0.500



[6]
12
Properties=species:S:1:pos:R:3:forces:R:3:nbo_charge:R:1 method="wB97M-V/def2-TZVPD" orbital_gap_ev="8.776 / 4.975" total_charge=+1 multiplicity=1
H 2.330136 0.034835 0.309190 -0.86 -0.09 -0.17 0.198
O 1.178745 0.740546 -1.262603 -0.26 -0.68 1.42 -0.663
O -1.584854 -0.882708 -1.860486 -0.46 -1.30 1.31 -0.603
C 1.418611 0.625235 0.044615 0.49 1.41 -0.57 -0.050
C -1.918506 -1.609295 -1.034797 0.56 1.16 -1.66 0.574
H 1.475994 1.619003 0.561228 -0.35 -0.62 -0.30 0.211
Li -0.051683 0.410087 -2.443424 -0.01 0.11 -0.26 0.968
Cd -2.689660 -0.186934 1.234449 -6.13 -2.53 1.13 0.962
O -1.071468 0.600158 1.026218 7.25 1.20 -2.34 -0.938
C 0.115275 -0.112859 0.885760 0.41 1.01 2.73 -0.056
H 0.582882 -0.049159 1.891829 0.32 -0.06 -0.52 0.209
H 0.214528 -1.188910 0.648021 -0.94 0.40 -0.77 0.187



[7]
11
Properties=species:S:1:pos:R:3:forces:R:3:lowdin_spin:R:1 method="wB97M-V/def2-TZVPD" orbital_gap_ev="5.567 / 6.922" s_squared=2.00 multiplicity=3
O -1.679266 -1.552672 1.095094 -2.62 1.03 0.16 0.020
C -0.400041 -1.515445 1.275740 3.64 -1.22 -0.05 0.005
O 0.331140 -2.502163 1.425097 -1.24 1.20 -0.16 -0.001
C 0.002938 1.184215 -1.224326 1.95 -1.06 0.30 0.011
C 1.032378 0.461038 -0.581543 -0.99 1.99 -2.54 0.007
O 0.103113 -0.268286 1.214953 -1.63 0.47 1.01 0.018
Ce -2.211861 0.669269 1.235900 2.47 -1.87 -0.77 1.940
H 0.109905 2.273259 -1.268789 -0.33 -0.27 0.34 -0.001
H -0.478987 0.712546 -2.089907 -0.08 0.14 0.50 0.001
H 1.821611 1.034831 -0.086646 -0.55 -0.42 0.39 0.000
H 1.369070 -0.496593 -0.995572 -0.63 0.01 0.82 0.000



[8]
9
Properties=species:S:1:pos:R:3:forces:R:3:nbo_charge:R:1 method="wB97M-V/def2-TZVPD" smiles=Cl[C@@H]1C[C@H]1Cl orbital_gap_ev=11.238 multiplicity=1
Cl 1.982365 -0.999192 0.060192 -0.49 0.19 -0.65 -0.090
C 0.368704 -0.379895 -0.541830 1.86 -1.38 -0.35 -0.219
C 0.017302 0.964389 0.067984 1.41 3.19 -3.09 -0.467
C -0.612498 -0.368567 0.519288 1.07 0.78 3.15 -0.280
Cl -2.130736 -0.940810 -0.026281 -1.27 0.21 0.08 0.021
H 0.085814 -0.926471 -1.475278 0.36 1.21 0.72 0.258
H 1.047805 1.446663 0.434617 -2.77 -1.44 0.32 0.271
H -0.427441 1.885457 -0.635031 0.42 -3.07 1.91 0.251
H -0.331315 -0.681570 1.596337 -0.58 0.31 -2.09 0.256



[9]
9
Properties=species:S:1:pos:R:3:forces:R:3:nbo_charge:R:1 method="wB97M-V/def2-TZVPD" orbital_gap_ev="5.286 / 8.477" s_squared=2.01 multiplicity=3
C -0.039635 -0.963953 0.049654 0.40 5.37 -0.49 -0.490
C -0.728070 0.424188 0.544765 -3.54 -3.23 3.39 -0.269
C 0.678060 0.279392 -0.555635 6.32 -2.19 -1.45 -0.198
Cl -2.204891 0.906912 -0.020005 -1.10 0.13 -0.33 0.089
Cl 2.198867 0.911932 0.143848 -1.12 -0.76 -0.59 -0.030
H 0.593938 -1.595738 0.701419 -0.92 0.56 -0.22 0.262
H -0.633577 -1.300535 -0.777679 -0.16 -1.02 0.02 0.235
H -0.411404 0.796781 1.470624 0.32 0.68 1.03 0.203
H 0.546713 0.541020 -1.556990 -0.21 0.46 -1.36 0.198



[10]
14
Properties=species:S:1:pos:R:3:forces:R:3:nbo_charge:R:1 method="wB97M-V/def2-TZVPD" orbital_gap_ev="8.249 / 6.277" total_charge=+1 s_squared=2.01 multiplicity=3
C 1.141509 -1.275519 0.469213 -0.88 1.91 -1.33 0.263
C 0.123833 0.946540 -0.353644 1.45 -1.97 3.35 0.326
C -1.038196 -0.836730 1.030133 1.91 0.89 -0.92 0.123
N 0.025682 -1.645056 1.085758 1.11 0.69 -0.41 -0.279
N 1.307663 -0.108338 -0.266630 -3.15 1.37 2.02 -0.506
N -0.688700 0.545627 0.871617 -1.77 0.68 1.51 -0.344
N -0.791492 0.629137 -1.330290 0.52 -2.82 -3.60 -0.204
F -0.079074 -0.376474 -2.141209 -1.39 0.04 0.27 -0.245
Cl 0.432792 2.659359 -0.396114 0.67 -0.40 0.48 0.133
Cl -2.244837 -1.083216 2.090051 -2.26 -0.44 1.29 0.163
H 1.941027 -1.954995 0.420587 0.98 -0.75 -0.03 0.238
H 2.085527 0.086886 -0.836457 1.12 -0.05 -0.68 0.443
H -1.423643 1.139964 1.445226 2.24 -0.62 -1.65 0.479
H -0.792091 1.272813 -2.088241 -0.56 1.47 -0.32 0.410



[11]
14
Properties=species:S:1:pos:R:3:forces:R:3:nbo_charge:R:1 method="wB97M-V/def2-TZVPD" smiles="C/C(Cl)=C(/Cl)NS(=O)(=O)F" orbital_gap_ev=10.119 multiplicity=1
C 1.602158 -0.840981 0.299568 0.05 0.06 0.08 -0.656
C 1.311703 0.611129 0.048450 -0.12 -0.04 -0.12 -0.029
Cl 2.656212 1.572294 -0.438757 -0.01 -0.01 0.04 0.046
C 0.099083 1.157495 0.144057 -0.03 0.08 -0.07 0.054
Cl -0.241727 2.807652 -0.202408 0.05 -0.03 0.05 0.059
N -1.023872 0.406478 0.585430 0.08 -0.12 -0.02 -0.886
S -2.059392 -0.248990 -0.487067 0.25 -0.07 0.05 2.540
O -2.332424 0.683814 -1.509060 -0.08 0.00 -0.01 -0.880
O -3.033160 -0.969326 0.241449 -0.06 0.05 0.00 -0.892
F -1.146893 -1.350605 -1.162798 -0.07 0.05 -0.01 -0.494
H 1.289470 -1.451907 -0.546183 -0.01 0.01 -0.04 0.248
H 1.090464 -1.206798 1.190270 -0.01 -0.02 -0.02 0.218
H 2.668385 -0.981496 0.446102 0.03 0.00 0.03 0.244
H -0.880003 -0.188754 1.390948 -0.08 0.05 0.05 0.427



[12]
12
Properties=species:S:1:pos:R:3:forces:R:3:nbo_charge:R:1 method="wB97M-V/def2-TZVPD" smiles="[H]/N=C(/C=C(Cl)Cl)NS" orbital_gap_ev=9.703 multiplicity=1
H -1.356060 0.780718 -3.168499 0.02 0.25 -0.34 0.335
N -0.876305 0.024734 -2.695469 -1.05 -0.27 -1.33 -0.652
C -0.335915 0.393199 -1.641350 1.68 -0.71 2.82 0.417
C 0.309508 -0.682190 -0.796536 -0.28 -0.88 1.08 -0.275
C -0.000632 -1.041624 0.477664 0.66 0.78 -2.54 -0.113
Cl 0.735423 -2.376992 1.236559 0.22 -0.39 0.17 0.061
Cl -1.141195 -0.230432 1.421654 -0.60 0.44 0.53 0.060
N -0.262948 1.651217 -1.066014 -0.87 1.35 -1.07 -0.783
S 0.981380 2.290447 -0.128190 0.29 -0.37 0.40 0.205
H 0.979201 -1.357466 -1.326966 -0.07 0.24 0.10 0.245
H -0.678835 2.402813 -1.616822 -0.12 -0.54 0.12 0.393
H 0.388747 2.105034 1.065393 0.11 0.10 0.06 0.105



[13]
10
Properties=species:S:1:pos:R:3:forces:R:3:nbo_charge:R:1 method="wB97M-V/def2-TZVPD" orbital_gap_ev=7.522 multiplicity=1
C 1.185771 -0.066091 0.140541 -0.13 0.08 -0.37 -0.208
C 0.042299 0.273758 0.322526 -4.10 0.01 -1.28 -0.312
C 2.592174 -0.205990 0.347554 0.61 2.71 -0.24 -0.681
Si -2.774654 0.208936 -0.638937 2.34 0.49 3.25 1.339
Cl -3.559451 -1.439688 0.089453 -0.10 -1.22 0.18 -0.323
Cl -3.878938 1.637294 0.244916 0.36 0.50 -0.39 -0.317
H 3.236740 0.568264 -0.139099 -0.68 -0.65 0.01 0.221
H 2.664937 0.000387 1.375079 0.59 0.36 1.66 0.235
H 3.019384 -1.129162 0.245722 0.83 -2.54 -0.79 0.223
H -2.528259 0.152292 -1.987756 0.29 0.27 -2.04 -0.176



[14]
11
Properties=species:S:1:pos:R:3:forces:R:3:nbo_charge:R:1 method="wB97M-V/def2-TZVPD" orbital_gap_ev="7.914 / 7.720" multiplicity=1
C 0.806378 1.278647 1.906079 -0.92 0.91 -0.19 0.256
C -0.873298 -1.058609 -1.413083 0.57 1.64 -2.45 -0.415
C 0.326649 -0.540568 -0.793759 0.44 -3.92 -0.32 -0.123
N 0.109020 2.253834 2.011794 1.78 -1.65 -2.14 -0.653
Cl 1.209612 0.001624 2.979880 0.30 -0.57 0.57 -0.006
Cl -0.641602 -1.661221 -3.164404 0.49 -0.44 0.10 -0.133
Cl 1.763800 -1.502117 -0.619361 -1.00 0.47 0.03 0.021
H -1.296528 -1.852746 -0.915227 -1.27 -1.66 0.99 0.224
H -1.525747 -0.251245 -1.770963 -0.17 -0.15 1.47 0.246
H 0.458359 0.439710 -0.792173 0.96 4.10 0.18 0.177
H -0.336643 2.892692 2.571217 -1.17 1.28 1.76 0.407



[15]
13
Properties=species:S:1:pos:R:3:forces:R:3:nbo_charge:R:1 method="wB97M-V/def2-TZVPD" smiles="O=CN[C@@H](O)C(Cl)(Cl)Cl" orbital_gap_ev=9.806 multiplicity=1
O -1.899196 -2.258368 0.800924 -2.37 1.49 -0.76 -0.524
C -1.770645 -1.270248 0.128672 5.17 -1.83 -0.95 0.542
N -0.113233 -0.996892 -0.003835 -6.51 1.20 1.94 -0.751
C -0.094048 0.527704 -0.179904 3.45 -3.82 -3.88 0.196
O -0.766702 1.383995 0.572002 -0.37 0.64 0.49 -0.661
C 1.509230 0.601471 -0.484148 -1.23 1.91 2.56 -0.085
Cl 1.822461 2.192604 -1.255587 0.37 -1.05 -0.05 0.027
Cl 2.160870 0.747792 1.302967 0.10 -0.29 -1.27 -0.102
Cl 2.063947 -0.864747 -1.263006 1.06 1.38 -0.39 0.113
H -2.400514 -0.687897 -0.715337 0.91 -1.19 2.20 0.170
H 0.277942 -1.543361 0.873556 -0.90 2.22 -1.92 0.413
H -0.454796 0.801424 -1.172676 -0.30 -1.06 -0.41 0.182
H -0.335316 1.366523 1.396372 0.62 0.41 2.44 0.481



[16]
9
Properties=species:S:1:pos:R:3:forces:R:3:nbo_charge:R:1 method="wB97M-V/def2-TZVPD" orbital_gap_ev=10.463 multiplicity=1
C -1.009582 0.378991 -0.052859 -0.34 0.35 -2.82 0.080
C -0.055605 -0.466393 0.500559 9.71 -2.08 0.76 -0.279
C 1.253566 -0.341315 -0.145479 -5.65 3.63 -1.92 -0.274
H -0.807374 0.526392 -1.069548 0.43 -0.99 -1.95 0.182
H 0.026796 -1.043548 1.543550 -0.91 1.32 -2.64 0.256
H 2.091512 -0.757677 0.091364 4.34 -3.38 2.75 0.154
H 1.915714 0.369250 -1.131758 -3.61 -1.60 2.43 0.196
F -0.881243 1.638644 0.285582 -0.68 3.44 2.72 -0.323
Cl -2.533785 -0.304348 -0.021409 -3.28 -0.69 0.68 0.010



[17]
11
Properties=species:S:1:pos:R:3:forces:R:3:nbo_charge:R:1 method="wB97M-V/def2-TZVPD" smiles=CC(F)(F)[C@@H](F)Cl orbital_gap_ev=11.184 multiplicity=1
C -0.641933 0.230830 0.465689 1.16 -1.75 -4.10 -0.707
C 0.633226 0.954517 0.322268 4.32 0.38 -1.40 0.693
F 0.640319 2.073192 -0.547154 -0.93 -1.38 0.64 -0.366
F 1.116299 1.469932 1.460796 -0.16 -0.21 0.69 -0.333
C 2.032972 0.058855 -0.458200 -4.75 1.95 -0.09 0.119
F 3.003669 0.963770 -0.541133 0.54 0.00 0.05 -0.311
Cl 2.510140 -1.429721 0.224121 0.28 -0.57 0.68 0.006
H -0.919235 0.031329 -0.638912 -0.45 0.88 1.63 0.238
H -0.441172 -0.800881 0.701817 0.31 -0.31 0.92 0.247
H -1.366237 0.642966 1.086135 -1.26 0.96 0.77 0.247
H 1.525841 -0.124372 -1.427835 0.94 0.05 0.20 0.167



[18]
10
Properties=species:S:1:pos:R:3:forces:R:3:nbo_charge:R:1 method="wB97M-V/def2-TZVPD" smiles="CC(=O)[C@@H](F)Cl" orbital_gap_ev=10.897 multiplicity=1
C 0.973619 -0.939881 -0.041191 -0.80 -0.24 -0.33 -0.748
C 0.373390 0.469031 -0.233175 -1.07 -2.35 0.15 0.571
O 1.083969 1.297612 -0.678554 -0.02 1.51 -0.29 -0.480
C -1.167601 0.754897 0.227377 2.67 2.03 -2.58 0.079
F -1.380656 2.112019 -0.137352 -0.35 -2.14 0.58 -0.333
Cl -2.243350 -0.398335 -0.456177 -0.74 -0.33 -1.12 0.003
H 0.387908 -1.839798 0.121574 -0.69 0.46 0.49 0.231
H 1.640410 -0.763511 0.750421 0.74 -0.08 1.70 0.241
H 1.672693 -1.284943 -0.780987 0.11 0.68 -1.12 0.249
H -1.340386 0.592909 1.228060 0.15 0.45 2.53 0.187



[19]
11
Properties=species:S:1:pos:R:3:forces:R:3:nbo_charge:R:1 method="wB97M-V/def2-TZVPD" smiles="O=C[C@@H](Cl)C=S.F" orbital_gap_ev=8.397 multiplicity=1
O -1.188868 2.034492 0.309993 -0.10 -0.37 0.12 -0.492
C -1.349290 0.852450 0.459115 0.11 0.15 -0.22 0.434
C -0.415405 -0.191602 -0.153781 -0.13 0.40 0.18 -0.400
Cl -1.435864 -1.419465 -0.966875 0.00 0.03 -0.01 -0.033
C 0.534012 0.431376 -1.138597 0.10 -0.07 0.02 -0.272
S 2.127496 0.462796 -0.953185 -0.20 0.42 -0.35 0.123
H -2.184793 0.432246 1.053126 0.07 0.06 -0.05 0.129
H 0.133167 -0.701981 0.641967 -0.44 0.24 -0.33 0.283
H 0.049301 0.888077 -2.004276 0.08 -0.10 0.06 0.210
F 1.656405 -1.570779 1.000103 0.47 -0.69 0.82 -0.551
H 2.073840 -1.217607 1.752409 0.04 -0.07 -0.24 0.570



[20]
10
Properties=species:S:1:pos:R:3:forces:R:3:nbo_charge:R:1 method="wB97M-V/def2-TZVPD" smiles="FCC(=S)CCl" orbital_gap_ev=8.398 multiplicity=1
F -0.856167 2.216087 -0.415328 0.46 -1.63 0.60 -0.363
C -1.317930 1.058267 0.299150 -0.93 1.59 0.34 -0.010
C -0.590500 -0.257122 0.252927 2.39 2.57 0.94 -0.213
S -1.204084 -1.574767 -0.262983 -1.45 -2.54 -1.08 0.217
C 0.765223 -0.208830 0.925318 0.96 -0.54 -1.13 -0.420
Cl 2.085184 -0.007719 -0.297201 -0.07 0.20 -0.49 -0.062
H -1.288904 1.370658 1.385670 -0.45 -0.26 -1.07 0.181
H -2.320475 0.912223 -0.104709 -0.03 -0.02 0.45 0.196
H 0.866922 0.693585 1.487456 0.01 0.14 0.95 0.224
H 1.124422 -1.147641 1.365315 -0.89 0.49 0.48 0.250